Record 1
138
Properties=species:S:1:pos:R:3:forces:R:3 method="wB97M-V/def2-TZVPD" relative_energy_kcal_mol=103.70 e_tot_ha=-3009.65146 smiles="O=C1C=C(O)C(=O)C=C1O.CN(C)C=O.CN(C)C=O.CN(C)C=O.CN(C)C=O.CN(C)C=O.COCCOC.COCCOC.COCCOC.COCCOC" homo_energy_ev=-9.1
O -7.524 1.208 -3.729 0.7 0.5 -1.0
C -6.596 0.566 -4.191 0.7 -0.9 1.9
C -6.556 -0.883 -4.047 0.6 -1.1 -0.8
C -5.491 -1.627 -4.448 -0.6 -1.8 -0.1
O -5.445 -2.964 -4.359 -1.2 -0.1 0.6
C -4.285 -1.108 -5.091 2.1 2.9 -2.2
O -3.371 -1.641 -5.762 -2.6 -0.6 2.1
C -4.236 0.346 -5.022 -0.3 1.5 0.8
C -5.252 1.141 -4.589 0.2 0.9 -1.1
O -5.177 2.510 -4.607 0.5 -1.5 0.0
H -7.430 -1.383 -3.658 0.0 0.0 0.1
H -4.732 -3.292 -4.911 0.5 -0.1 -0.2
H -3.281 0.775 -5.286 -0.1 0.2 -0.2
H -5.943 2.839 -4.132 -0.6 0.2 0.1
C 4.522 -4.430 0.303 -1.6 -0.5 -0.1
N 5.673 -3.661 0.276 3.8 2.9 -0.8
C 5.593 -2.317 0.772 -1.3 0.9 1.2
C 6.908 -4.072 -0.162 -1.4 0.3 1.0
O 7.083 -5.174 -0.576 0.7 -1.9 -1.0
H 3.649 -3.778 0.340 0.0 0.2 0.0
H 4.497 -4.982 1.242 -0.2 -0.8 -0.3
H 4.407 -4.972 -0.636 0.2 -0.7 0.4
H 6.444 -1.636 0.784 0.6 -0.8 -0.6
H 4.805 -1.751 0.276 -0.2 -0.1 -0.2
H 5.312 -2.369 1.824 -0.2 0.2 0.3
H 7.736 -3.362 -0.014 -0.3 0.3 -0.1
C -2.945 -6.917 -0.969 0.7 -0.3 1.4
N -4.095 -7.246 -0.106 0.0 0.4 0.2
C -4.925 -8.327 -0.689 0.1 0.6 0.6
C -4.150 -6.821 1.235 -1.0 -1.6 -1.2
O -5.042 -7.145 2.009 1.0 0.4 -0.8
H -3.176 -6.920 -2.035 -0.3 0.5 0.3
H -2.128 -7.627 -0.839 -0.1 -0.8 -0.1
H -2.417 -6.035 -0.608 -0.6 0.6 -0.4
H -4.476 -9.289 -0.442 0.0 -0.1 -0.3
H -5.965 -8.356 -0.364 0.2 0.4 0.4
H -4.951 -8.145 -1.764 0.1 -0.3 0.0
H -3.274 -6.222 1.527 -0.2 0.2 -0.1
C -5.368 -0.617 7.143 1.2 -0.5 -0.7
N -5.095 0.117 8.338 0.6 0.4 2.4
C -4.128 -0.498 9.343 -0.6 0.3 -0.3
C -5.816 1.275 8.590 1.0 -0.1 1.4
O -5.728 2.002 9.587 -0.1 -1.4 -1.8
H -4.427 -0.844 6.642 0.3 0.3 -0.2
H -5.936 0.000 6.446 -0.3 -0.3 0.1
H -5.744 -1.630 7.286 -0.8 0.2 0.3
H -3.090 -0.554 9.014 -0.1 0.2 -0.7
H -4.035 -0.002 10.309 -0.7 0.7 -0.4
H -4.411 -1.516 9.611 -0.4 -0.1 -0.4
H -6.481 1.451 7.731 -0.1 0.4 0.2
C 3.023 1.574 -6.552 -0.8 0.4 -0.5
N 3.682 2.703 -5.911 -1.0 1.1 -0.9
C 3.998 3.834 -6.757 0.8 0.1 -1.0
C 4.074 2.765 -4.627 1.2 -0.5 -1.2
O 4.143 1.783 -3.950 -0.4 -1.2 1.9
H 2.106 1.934 -7.019 -0.4 0.3 0.3
H 2.709 0.761 -5.898 0.7 0.2 0.2
H 3.531 1.227 -7.452 0.8 -0.3 0.4
H 4.924 3.602 -7.283 0.4 0.2 0.1
H 3.344 4.050 -7.602 -0.8 -0.4 0.4
H 4.129 4.777 -6.227 0.0 -0.3 0.3
H 4.560 3.714 -4.353 -0.5 0.3 0.1
C -4.599 6.124 1.569 -0.3 -1.1 -1.3
N -5.206 4.889 2.160 0.4 1.1 -1.0
C -6.087 4.001 1.375 0.5 1.3 -0.2
C -4.963 4.554 3.421 -0.4 -1.3 1.9
O -5.337 3.505 3.963 0.4 1.1 -0.7
H -4.020 5.857 0.685 0.4 -0.6 0.1
H -3.894 6.690 2.177 -0.5 -0.3 0.6
H -5.311 6.773 1.058 -0.6 0.2 0.8
H -5.800 4.089 0.327 0.2 -0.4 0.0
H -6.028 2.986 1.768 0.0 0.2 -0.1
H -7.097 4.408 1.416 -0.2 -0.3 0.2
H -4.444 5.320 4.017 0.2 0.0 -0.2
C 0.375 2.533 6.928 -1.0 -1.6 0.7
O 1.465 2.645 7.794 0.9 -0.1 -1.2
C 1.722 3.956 8.140 0.1 2.0 0.2
C 2.253 5.041 7.092 0.2 -1.6 -0.2
O 3.613 4.830 6.668 -1.0 2.3 0.4
C 3.969 3.609 6.170 0.7 -2.3 1.0
H 0.134 1.476 7.041 -0.1 -0.2 -0.8
H 0.481 2.820 5.882 0.5 0.1 0.0
H -0.521 2.996 7.341 0.0 0.7 0.1
H 2.413 3.939 8.983 0.2 0.0 -0.1
H 0.768 4.302 8.536 -0.1 0.8 0.1
H 2.155 6.039 7.521 0.6 -0.2 0.6
H 1.657 5.180 6.189 -0.5 -0.7 -0.2
H 3.452 3.129 5.339 -0.5 0.8 -0.6
H 3.840 2.874 6.966 0.1 -0.4 0.2
H 5.040 3.611 5.968 -0.1 0.3 -0.2
C 5.932 -7.990 -5.789 -0.5 0.7 0.2
O 5.547 -6.849 -6.608 0.6 0.4 1.3
C 5.267 -5.689 -5.766 -0.5 -0.2 0.0
C 4.488 -4.586 -6.505 1.6 -1.9 0.6
O 3.287 -5.210 -6.858 0.0 1.2 -1.0
C 2.388 -4.252 -7.406 0.6 -0.3 -0.2
H 6.655 -7.755 -5.007 0.1 0.6 0.1
H 6.404 -8.819 -6.317 -0.3 0.4 -0.8
H 5.039 -8.355 -5.283 -0.1 -0.2 0.0
H 6.145 -5.258 -5.286 0.5 -0.2 -0.3
H 4.599 -5.943 -4.943 0.0 -0.6 0.1
H 5.155 -4.250 -7.298 -0.5 0.1 -0.9
H 4.373 -3.730 -5.840 -0.3 0.1 0.3
H 2.059 -3.620 -6.582 -0.9 -0.1 -0.1
H 1.686 -4.816 -8.020 -0.6 0.3 0.7
H 2.847 -3.557 -8.109 0.6 -0.1 -0.2
C -1.333 -0.985 2.325 -0.6 1.1 0.9
O -2.206 -1.665 1.507 -1.5 -0.9 -2.7
C -2.700 -0.896 0.331 1.3 0.2 1.3
C -1.514 -0.402 -0.557 -1.9 -1.5 2.1
O -0.816 -1.617 -0.831 0.7 1.2 -1.9
C 0.332 -1.344 -1.694 0.1 0.4 1.8
H -0.327 -0.794 1.951 0.0 0.0 -0.4
H -1.238 -1.498 3.282 0.0 -0.4 -0.2
H -1.867 -0.065 2.561 0.6 0.8 0.3
H -3.328 -0.080 0.688 0.4 0.6 0.3
H -3.432 -1.422 -0.282 0.5 -1.1 0.3
H -0.953 0.322 0.035 0.6 0.0 -0.2
H -2.053 0.142 -1.333 0.6 -0.2 -1.0
H 0.080 -0.705 -2.541 -0.1 -0.4 -0.2
H 0.926 -2.229 -1.921 -0.9 -0.4 -0.4
H 1.038 -0.807 -1.060 0.1 0.6 -0.1
C 5.732 5.440 -0.326 -0.3 0.3 0.0
O 4.398 5.940 -0.525 1.2 -0.4 0.2
C 3.580 5.653 0.595 -0.1 0.7 -0.8
C 2.280 6.412 0.447 -1.1 0.1 1.7
O 1.185 5.538 0.440 -1.0 -0.6 -1.0
C 0.811 5.122 -0.852 -1.1 -0.2 0.5
H 5.748 4.357 -0.208 -0.2 -0.2 0.0
H 6.189 5.893 0.554 -0.1 0.0 0.3
H 6.387 5.693 -1.159 -0.4 0.1 -0.2
H 4.020 5.959 1.544 0.6 0.0 0.0
H 3.343 4.591 0.654 0.1 -0.2 0.0
H 2.170 7.165 -0.333 0.6 -0.1 -0.3
H 2.037 6.889 1.397 0.7 0.7 0.1
H -0.143 4.609 -0.734 0.3 -0.8 0.1
H 1.582 4.506 -1.316 -0.1 0.0 -0.3
H 0.444 5.936 -1.477 0.9 0.6 -0.3



Record 2
135
Properties=species:S:1:pos:R:3:forces:R:3 method="wB97M-V/def2-TZVPD" relative_energy_kcal_mol=51.96 charge=+1 spin_multiplicity=6 e_tot_ha=-7532.94137 homo_energy_ev="-8.6 / -9.3"
Fe 0.746 0.225 1.072 2.1 0.3 -0.5
C 0.453 3.335 2.521 0.0 -0.3 0.5
C 0.470 2.268 3.627 -0.2 0.3 -0.1
N 1.394 1.183 3.311 -0.4 -0.8 -0.2
C 2.805 1.549 3.441 0.5 -0.1 -0.4
C 3.614 1.099 2.217 0.1 0.1 0.5
N 2.931 1.429 0.974 -0.5 -0.8 -0.2
C 2.827 2.852 0.668 -0.5 0.2 -0.2
C 1.395 3.220 0.252 0.4 0.3 -0.2
N 0.402 2.716 1.196 -0.4 -0.8 -0.3
H 1.350 3.950 2.596 0.0 0.1 -0.1
H -0.400 4.000 2.692 0.1 0.0 -0.1
H -0.526 1.837 3.703 0.0 0.0 0.1
H 0.708 2.755 4.583 0.0 -0.1 -0.1
H 1.193 0.390 3.912 0.0 0.1 0.0
H 3.259 1.098 4.328 -0.1 0.1 0.0
H 2.878 2.629 3.559 0.0 0.0 0.1
H 3.720 0.017 2.251 0.1 0.0 0.0
H 4.620 1.544 2.282 -0.1 -0.1 0.0
H 3.380 0.935 0.208 -0.1 0.0 -0.1
H 3.497 3.142 -0.145 0.0 0.0 0.1
H 3.117 3.435 1.544 0.1 0.0 0.0
H 1.178 2.754 -0.712 0.0 0.1 -0.1
H 1.330 4.314 0.139 0.0 -0.2 -0.1
H -0.521 2.836 0.794 0.1 0.0 0.0
C -3.587 -3.134 1.546 0.0 0.3 0.0
C -3.865 -2.570 2.943 0.3 0.2 -0.1
C -5.293 -2.949 3.353 0.0 0.4 0.0
C -2.900 -3.282 3.897 0.0 0.3 0.0
Si -3.656 -0.629 3.001 -0.3 0.0 0.4
Br -1.678 -0.154 1.622 -1.0 -0.2 0.2
C -5.026 0.394 2.048 0.3 -0.1 -0.1
C -5.410 -0.320 0.747 0.2 -0.1 0.3
C -4.544 1.796 1.654 0.2 -0.2 0.2
C -6.287 0.543 2.905 0.3 -0.2 0.2
C -3.162 0.087 4.758 0.1 0.0 -0.4
C -3.164 1.621 4.745 -0.1 -0.2 -0.2
C -4.164 -0.362 5.828 0.0 -0.2 -0.4
C -1.764 -0.386 5.178 -0.1 -0.1 -0.2
H -3.737 -4.212 1.558 0.0 -0.2 0.0
H -2.559 -2.944 1.252 0.1 0.0 -0.1
H -4.247 -2.717 0.795 -0.1 0.1 -0.2
H -5.379 -4.032 3.413 0.1 -0.1 0.0
H -6.022 -2.602 2.627 -0.2 0.0 -0.1
H -5.552 -2.539 4.326 -0.1 0.0 0.2
H -3.019 -4.359 3.788 0.0 -0.1 -0.1
H -3.105 -3.040 4.936 0.0 0.0 0.2
H -1.868 -3.038 3.664 0.2 0.0 0.0
H -4.529 -0.503 0.141 0.1 -0.1 -0.3
H -6.092 0.307 0.175 -0.1 0.1 -0.1
H -5.916 -1.261 0.939 0.0 -0.2 -0.1
H -3.655 1.741 1.034 0.1 0.1 -0.1
H -4.327 2.413 2.517 0.0 0.2 0.1
H -5.323 2.294 1.080 -0.1 0.0 -0.1
H -6.666 -0.421 3.233 -0.2 -0.1 0.1
H -7.068 1.028 2.322 -0.1 0.1 -0.1
H -6.101 1.156 3.783 -0.1 0.1 0.2
H -4.177 2.006 4.683 -0.1 0.1 -0.1
H -2.588 2.016 3.913 0.1 0.2 -0.1
H -2.729 1.997 5.669 0.1 0.0 0.2
H -5.174 -0.052 5.577 -0.2 0.0 0.1
H -3.901 0.089 6.783 0.1 0.1 0.1
H -4.159 -1.439 5.956 0.0 -0.2 0.1
H -1.029 -0.206 4.397 0.1 0.0 0.0
H -1.756 -1.445 5.411 0.1 -0.1 0.0
H -1.449 0.150 6.073 0.0 0.1 0.1
C 1.171 -3.871 -0.646 0.1 0.4 0.2
C 1.730 -2.669 0.137 0.3 -0.8 0.8
O 1.323 -1.464 -0.290 -1.2 1.7 1.2
C 3.282 -2.696 0.096 0.4 0.1 -0.5
F 3.714 -2.103 -1.030 -0.1 -0.3 0.0
F 3.833 -3.909 0.121 -0.1 -0.3 0.2
F 3.835 -1.989 1.097 0.1 0.1 0.4
C 1.324 -2.861 1.622 0.0 -0.3 -0.1
F 0.021 -3.106 1.755 -0.4 -0.1 -0.1
F 1.974 -3.828 2.260 0.2 -0.1 0.0
F 1.529 -1.711 2.341 0.1 0.4 0.2
H 1.610 -3.890 -1.639 0.0 0.0 -0.1
H 0.093 -3.749 -0.732 0.0 0.0 0.0
H 1.390 -4.805 -0.135 0.0 -0.1 0.0
C -2.819 -0.227 -4.339 0.0 0.1 0.1
C -2.569 -0.234 -2.824 -0.1 -0.1 -0.1
C -3.071 -1.548 -2.212 0.0 0.1 0.0
C -3.271 0.954 -2.159 0.0 -0.1 0.0
C -1.134 -0.110 -2.588 0.1 0.1 0.1
C 0.056 0.028 -2.440 -0.1 -0.1 0.3
H -3.878 -0.370 -4.538 -0.2 0.0 -0.1
H -2.261 -1.024 -4.825 0.0 -0.1 0.0
H -2.514 0.721 -4.780 0.0 0.1 0.0
H -4.156 -1.596 -2.276 -0.2 0.0 0.0
H -2.781 -1.613 -1.165 0.0 0.0 0.1
H -2.657 -2.408 -2.732 0.1 -0.1 -0.1
H -4.347 0.881 -2.306 -0.1 0.0 0.0
H -2.923 1.893 -2.581 0.0 0.1 -0.1
H -3.063 0.959 -1.091 0.0 0.0 0.1
C 2.878 3.746 -2.924 -0.2 -0.5 -0.2
Si 1.919 2.337 -3.804 0.0 0.1 -0.4
C 0.086 2.871 -3.858 0.6 -0.2 0.1
C 2.562 2.328 -5.602 -0.2 0.0 0.6
Sb 2.144 0.095 -2.340 0.2 1.0 -1.0
Si 2.166 -1.874 -4.083 0.2 -0.3 -0.9
C 3.665 -3.043 -3.888 -0.5 0.5 0.1
C 0.533 -2.862 -3.963 0.5 0.4 0.2
C 2.309 -1.149 -5.846 -0.1 -0.2 0.7
Si 5.507 0.790 -2.324 1.0 0.2 -0.1
C 6.205 2.272 -1.307 -0.5 -0.5 -0.3
C 6.405 -0.786 -1.716 -0.4 0.5 -0.2
C 5.947 1.112 -4.163 -0.3 -0.2 0.7
H 3.372 4.368 -3.664 0.1 0.1 -0.2
H 3.642 3.369 -2.255 0.2 -0.1 0.1
H 2.213 4.385 -2.354 -0.2 0.1 0.1
H -0.015 3.888 -4.227 0.1 0.2 -0.1
H -0.372 2.820 -2.874 -0.1 0.0 0.2
H -0.481 2.217 -4.513 -0.1 -0.2 -0.1
H 2.587 3.347 -5.978 0.0 0.3 0.0
H 1.929 1.754 -6.267 -0.2 -0.2 -0.1
H 3.569 1.936 -5.672 0.2 -0.1 0.0
H 3.651 -3.622 -2.974 0.0 -0.1 0.2
H 4.597 -2.489 -3.909 0.2 0.2 0.0
H 3.685 -3.743 -4.718 -0.1 -0.1 -0.2
H 0.056 -2.701 -3.003 -0.1 0.0 0.2
H 0.707 -3.926 -4.092 0.2 -0.2 0.0
H -0.166 -2.552 -4.732 -0.1 0.2 -0.2
H 3.177 -0.507 -5.946 0.2 0.1 0.0
H 1.430 -0.574 -6.114 -0.2 0.2 0.0
H 2.411 -1.947 -6.574 0.0 -0.3 -0.1
H 5.999 2.185 -0.245 -0.1 -0.1 0.2
H 5.817 3.227 -1.645 -0.1 0.1 -0.1
H 7.285 2.307 -1.425 0.2 -0.1 -0.1
H 6.226 -0.974 -0.663 -0.1 0.0 0.2
H 7.479 -0.678 -1.853 0.2 0.1 -0.1
H 6.090 -1.666 -2.264 -0.1 -0.2 -0.1
H 5.661 2.112 -4.469 -0.1 0.2 0.0
H 5.468 0.403 -4.830 -0.1 -0.2 -0.1
H 7.020 1.020 -4.307 0.3 0.0 0.1



Record 3
145
Properties=species:S:1:pos:R:3:forces:R:3 method="wB97M-V/def2-TZVPD" charge=-1 e_tot_ha=-3985.95264 homo_energy_ev=-1.4
C 2.486 -2.707 -1.658 -0.8 -3.1 -1.9
O 2.589 -1.835 -0.675 0.5 4.1 3.0
C 2.841 -2.394 0.593 0.4 -0.8 -0.3
C 2.840 -1.332 1.672 -1.2 2.2 -1.2
N 3.657 -0.089 1.216 0.2 -0.2 0.0
H 4.026 0.347 2.049 -0.6 1.0 0.8
H 4.553 -0.411 0.878 0.2 -0.2 -1.2
C 2.936 0.973 0.335 0.4 0.5 0.6
C 3.671 2.304 0.263 2.0 1.1 1.7
O 4.085 2.667 1.599 -0.2 -1.3 0.3
C 5.093 3.637 1.681 0.4 1.3 -1.2
H 2.373 -2.221 -2.628 0.4 0.1 0.1
H 1.602 -3.330 -1.520 -0.5 -0.2 -0.1
H 3.291 -3.439 -1.599 0.6 0.0 -0.7
H 3.796 -2.916 0.533 0.3 -0.2 0.2
H 2.069 -3.150 0.739 -0.1 -0.1 0.7
H 3.106 -1.506 2.715 0.2 -0.7 -0.4
H 1.843 -0.892 1.678 -0.2 -0.3 0.3
H 2.026 1.194 0.892 -0.3 -0.6 -0.4
H 2.859 0.609 -0.690 -0.6 -0.4 0.5
H 3.159 3.211 -0.058 -1.1 -0.7 -0.6
H 4.550 2.272 -0.381 0.3 -0.4 -0.1
H 4.797 4.579 1.220 -0.8 0.3 0.0
H 5.937 3.417 1.027 0.5 -0.7 0.4
H 5.398 3.919 2.688 -0.2 -0.8 0.1
C 9.108 0.286 8.056 -4.9 0.3 0.3
O 9.073 0.673 9.484 2.7 -0.4 0.6
O 7.733 0.451 7.724 4.0 0.4 -0.6
C 10.271 0.974 7.169 -3.2 -0.9 1.3
F 10.302 2.285 7.153 0.7 1.8 1.1
F 11.478 0.470 7.483 0.7 0.1 -0.1
F 9.997 0.698 5.908 0.3 -1.3 -1.7
C 10.283 0.421 10.289 -1.6 0.6 0.2
C 10.645 -1.035 10.461 1.2 0.1 -1.0
H 11.299 -1.166 11.323 -0.1 0.1 0.3
H 9.768 -1.670 10.580 0.1 0.1 -0.3
H 11.287 -1.291 9.618 -0.4 -0.8 -0.2
H 10.126 0.703 11.330 -1.0 0.8 -0.1
H 11.063 1.115 9.974 0.5 -0.5 -0.3
H 9.263 -0.786 7.938 1.0 -0.4 0.3
C -2.162 3.978 4.420 0.2 0.6 -1.1
C -3.201 3.174 5.172 -0.9 -2.5 -1.3
C -4.488 3.325 4.266 -2.1 -0.4 1.1
C -5.648 2.301 4.443 2.5 -0.7 1.4
C -4.961 0.889 4.305 -1.9 1.8 0.8
C -3.849 0.634 5.416 -0.5 1.8 -2.5
N -2.817 1.730 5.255 0.5 -0.7 -1.3
O -1.478 1.473 5.724 -1.5 0.2 0.2
C -3.408 -0.797 5.119 2.0 -0.2 -0.4
C -4.449 0.623 6.759 -1.2 -0.4 2.0
C -3.504 3.864 6.484 0.3 0.1 1.7
H -1.100 3.906 4.657 -0.3 0.1 1.0
H -2.606 4.973 4.408 0.7 0.7 0.5
H -2.147 3.828 3.340 -0.3 -0.9 -0.2
H -4.409 3.347 3.179 1.0 0.4 0.0
H -5.080 4.163 4.633 0.8 1.2 -0.5
H -6.472 2.640 3.816 0.0 -0.7 -0.5
H -6.027 2.380 5.462 -0.1 0.1 0.1
H -4.624 0.916 3.269 0.5 -0.8 0.1
H -5.803 0.220 4.486 0.2 -0.9 -0.4
H -2.543 -1.033 5.738 0.2 0.1 0.0
H -3.104 -0.926 4.080 0.3 0.3 -0.2
H -4.098 -1.629 5.255 -0.8 0.6 0.4
H -4.959 -0.319 6.962 0.0 -0.4 0.0
H -5.246 1.341 6.952 0.3 0.5 -0.1
H -3.677 0.731 7.521 0.1 0.1 0.0
H -2.663 3.885 7.178 0.7 0.2 -0.5
H -4.193 3.372 7.171 -0.7 -0.3 -0.7
H -3.849 4.885 6.326 0.0 0.1 0.0
C -2.399 2.095 -5.309 -0.8 -0.2 -0.2
C -3.287 0.890 -4.916 1.1 0.3 0.6
C -4.559 1.275 -4.202 -1.7 -0.7 -0.6
C -5.794 0.377 -4.603 1.3 0.7 0.3
C -7.154 0.954 -4.204 1.2 -0.3 -2.1
C -7.235 1.164 -2.753 -1.0 -0.4 1.5
H -3.029 2.816 -5.829 0.1 -0.2 -0.8
H -1.600 1.672 -5.917 0.2 0.6 -0.2
H -2.011 2.763 -4.540 0.3 -0.7 0.6
H -3.462 0.298 -5.814 -0.3 0.2 -0.2
H -2.692 0.221 -4.295 0.0 -0.1 0.2
H -4.848 2.276 -4.522 0.1 0.3 0.2
H -4.464 1.243 -3.117 0.2 0.3 0.0
H -5.731 0.217 -5.680 -0.2 0.0 -0.1
H -5.680 -0.594 -4.122 0.0 -0.2 0.0
H -7.285 1.904 -4.722 -0.2 0.1 -0.2
H -7.829 0.235 -4.667 -0.7 0.1 0.5
H -8.267 1.106 -2.406 -0.1 0.4 0.1
H -6.753 0.341 -2.227 0.3 0.1 0.2
H -6.820 2.125 -2.449 0.1 -0.2 0.1
C -5.892 -4.849 -8.116 -1.0 1.6 -2.0
C -6.570 -4.129 -9.430 -0.4 -1.5 -0.8
C -8.090 -4.462 -9.736 0.9 0.8 2.5
C -9.076 -3.646 -8.833 0.8 0.0 -1.2
C -10.480 -4.092 -9.119 0.9 -1.3 -0.1
C -11.487 -3.481 -8.265 -1.8 1.4 0.2
H -6.078 -5.922 -8.069 -0.3 0.1 -0.2
H -6.286 -4.363 -7.223 0.2 -0.1 0.1
H -4.811 -4.722 -8.188 -0.1 0.2 0.2
H -6.374 -3.071 -9.603 0.0 0.3 1.1
H -6.131 -4.499 -10.356 0.8 -0.6 0.2
H -8.160 -5.523 -9.494 -0.4 -0.2 0.1
H -8.382 -4.379 -10.782 0.3 0.4 0.0
H -8.843 -3.668 -7.768 0.1 -0.8 0.2
H -8.973 -2.574 -9.002 0.1 0.2 -0.6
H -10.810 -3.933 -10.145 0.5 0.1 -0.3
H -10.485 -5.174 -8.986 -0.1 -0.3 0.0
H -11.568 -2.431 -8.547 0.1 0.3 0.2
H -12.454 -3.875 -8.579 -0.3 -0.2 0.6
H -11.339 -3.508 -7.185 0.0 -0.4 -0.1
Cl 7.834 -8.151 -0.700 -0.2 -0.2 -0.2
C 9.484 -7.824 -0.153 0.4 0.7 0.2
C 9.887 -6.377 -0.503 0.2 -1.1 0.4
Cl 8.975 -5.221 0.497 0.0 0.1 -0.3
H 10.187 -8.530 -0.595 -0.2 0.0 -0.3
H 9.499 -8.006 0.921 0.0 0.3 -0.1
H 9.754 -6.211 -1.572 -0.3 0.3 0.2
H 10.945 -6.247 -0.275 -0.1 0.1 0.1
C 7.422 7.161 -4.545 0.4 -0.5 0.0
N 8.534 6.040 -4.473 -0.8 0.9 1.7
O 9.150 5.951 -3.405 -0.7 0.4 -1.5
O 8.613 5.267 -5.391 0.1 0.2 -0.3
H 7.792 8.186 -4.552 0.8 -0.4 0.1
H 6.832 7.048 -3.636 0.0 -0.2 -0.2
H 6.844 7.036 -5.461 0.1 -0.4 0.2
C -6.750 -7.788 -1.822 0.7 0.6 -1.0
N -5.607 -7.408 -0.961 0.1 -0.6 3.7
O -4.472 -7.544 -1.370 -0.5 0.4 -0.3
O -5.882 -7.111 0.233 0.4 -0.2 -2.7
H -7.426 -8.465 -1.298 0.2 0.3 0.0
H -6.270 -8.210 -2.705 -0.4 -0.3 0.1
H -7.189 -6.839 -2.129 -0.4 -0.2 0.2
C 6.504 -1.702 -5.560 1.3 -0.4 0.5
N 6.491 -0.512 -4.607 -1.5 -0.1 -0.5
O 7.040 -0.452 -3.538 0.9 -1.3 0.2
O 5.801 0.387 -5.016 -0.7 1.0 -0.7
H 7.449 -2.207 -5.360 0.1 0.1 -0.4
H 6.391 -1.309 -6.571 0.2 0.0 0.3
H 5.745 -2.468 -5.395 -0.4 0.6 0.6
C 2.175 10.041 5.869 1.2 0.1 -0.5
N 2.103 9.215 7.068 -0.9 -3.8 2.4
O 1.200 9.475 7.855 0.6 0.7 -0.6
O 2.788 8.168 7.236 -0.6 2.9 -1.4
H 3.228 10.039 5.588 -0.1 0.3 -0.1
H 1.785 11.027 6.120 0.1 -0.3 -0.1
H 1.618 9.552 5.070 -0.2 0.0 0.3